<i>
The following is a DFT calculation (ωB97M-V with the def2-TZVPD basis set) of the molecule C3H8N2O.

Structure (XYZ):
```
14
Properties=species:S:1:pos:R:3
C -1.48 -1.11 0.28
N -0.35 -0.15 0.02
C -0.38 1.38 -0.20
C 0.90 -0.68 0.08
O 1.22 -1.83 0.32
N 1.82 0.37 -0.20
H -1.06 -2.12 0.39
H -2.05 -0.92 1.20
H -2.20 -1.17 -0.55
H 0.43 1.88 -0.78
H -1.28 1.63 -0.74
H -0.29 1.89 0.76
H 2.22 0.29 -1.12
H 2.48 0.54 0.54
```

Properties
2S+1: 1
SMILES: CN(C)C(N)=O
orbital gap: 0.3659 Eh
HOMO: -9.112 eV

<ii>
The following is a DFT calculation (ωB97M-V with the def2-TZVPD basis set) of a cluster of 2 separate species, C3H8N2O in total.

Structure (XYZ):
```
14
Properties=species:S:1:pos:R:3
C -1.01 1.75 -0.31
C -1.86 -0.08 0.78
N -0.89 0.35 0.08
H -0.79 1.90 -1.35
H -2.07 2.00 -0.13
H -0.29 2.42 0.15
H -2.14 -1.18 0.81
H -2.50 0.54 1.48
C 2.06 -1.90 0.00
N 1.70 -0.80 -0.72
O 1.31 -2.69 0.52
H 3.22 -1.90 0.01
H 2.45 -0.07 -0.85
H 0.81 -0.34 -0.45
```

Properties
2S+1: 1
SMILES: C=NC.NC=O
orbital gap: 0.3787 Eh
HOMO: -9.574 eV

<iii>
The following is a DFT calculation (ωB97M-V with the def2-TZVPD basis set) of the molecule C3H8N2O.

Structure (XYZ):
```
14
Properties=species:S:1:pos:R:3
C 0.33 -0.14 0.11
C -0.88 -1.01 -0.09
C 1.25 -0.54 1.23
O -1.46 1.37 -1.49
N -0.17 1.92 -1.11
N 0.43 1.16 -0.28
H -1.82 2.09 -2.02
H 1.44 0.81 -0.58
H 0.70 -0.56 2.18
H -1.60 -0.84 0.72
H -0.58 -2.06 -0.05
H -1.38 -0.82 -1.03
H 2.08 0.15 1.34
H 1.65 -1.54 1.07
```

Properties
2S+1: 1
orbital gap (alpha / beta): 0.2991 / 0.2992 Eh
HOMO (alpha / beta): -7.241 / -7.247 eV

Relative energies, hartree: <i> 0.0000; <ii> 0.0242; <iii> 0.1559.

<i>
The following is a DFT calculation (ωB97M-V with the def2-TZVPD basis set) of the molecule C5H13NO2.

Structure (XYZ):
```
21
Properties=species:S:1:pos:R:3
C -0.70 1.49 0.78
C -1.08 0.23 1.70
O -2.46 -0.20 1.38
C 0.69 1.54 0.23
N 1.26 0.73 -0.86
C 1.27 -0.71 -0.61
C 0.18 -1.62 -1.18
O 0.62 -2.18 -2.42
H -1.03 2.30 1.41
H -1.32 1.35 -0.12
H -0.54 -0.64 1.21
H -0.85 0.43 2.75
H -2.77 -0.72 2.12
H 1.51 1.44 0.99
H 0.88 2.56 -0.17
H 0.96 1.10 -1.74
H 1.23 -0.80 0.49
H 2.18 -1.09 -1.11
H -0.83 -1.24 -1.28
H 0.08 -2.49 -0.53
H 0.74 -1.46 -3.05
```

Properties
2S+1: 1
SMILES: OCCCNCCO
orbital gap: 0.3559 Eh
HOMO: -8.790 eV

<ii>
The following is a DFT calculation (ωB97M-V with the def2-TZVPD basis set) of a cluster of 2 separate species, C5H13NO2 in total.

Structure (XYZ):
```
21
Properties=species:S:1:pos:R:3
C -0.56 -0.72 1.25
N -0.33 0.42 0.39
C -1.32 1.44 0.53
C 1.72 1.29 1.58
C 1.05 0.86 0.27
C 1.80 -0.14 -0.60
O 2.99 -0.14 -0.68
H -1.60 -1.04 1.17
H 0.12 -1.52 0.95
H -0.32 -0.55 2.32
H -1.21 2.01 1.48
H -2.34 1.09 0.47
H -1.28 2.20 -0.26
H 1.60 2.38 1.68
H 2.79 1.13 1.48
H 1.32 0.79 2.46
H 1.00 1.71 -0.42
H 1.15 -0.80 -1.20
H -2.57 -2.89 -4.70
H -1.93 -3.82 -3.62
O -2.07 -3.71 -4.57
```

Properties
2S+1: 1
SMILES: C[C@@H](C=O)N(C)C.O
orbital gap: 0.3402 Eh
HOMO: -8.707 eV

<iii>
The following is a DFT calculation (ωB97M-V with the def2-TZVPD basis set) of a cluster of 2 separate species, C5H13NO2 in total.

Structure (XYZ):
```
21
Properties=species:S:1:pos:R:3
C -2.75 -0.85 -0.21
N -1.89 0.32 -0.18
C -0.58 0.29 0.26
C 0.21 -0.95 0.01
C 1.70 -0.62 -0.23
C 0.12 -1.90 1.22
O -0.12 1.32 0.72
H -3.78 -0.52 -0.34
H -2.75 -1.39 0.74
H -2.56 -1.54 -1.03
H -2.32 1.16 0.17
H -0.09 -1.55 -0.84
H 2.22 -1.26 -0.95
H 1.87 0.37 -0.66
H 2.20 -0.57 0.74
H 0.17 -2.95 0.92
H -0.76 -1.80 1.86
H 0.89 -1.76 1.97
H 3.30 5.34 -1.63
H 2.42 4.01 -1.04
O 2.50 4.85 -1.49
```

Properties
2S+1: 1
SMILES: CNC(=O)C(C)C.O
orbital gap: 0.3842 Eh
HOMO: -9.617 eV

Relative energies, hartree: <i> 0.0660; <ii> 0.0296; <iii> 0.0000.

<i>
The following is a DFT calculation (ωB97M-V with the def2-TZVPD basis set) of a cluster of 3 separate species, C5H13NO2 in total.

Structure (XYZ):
```
21
Properties=species:S:1:pos:R:3
C 0.40 1.57 0.82
C 0.30 -1.23 2.22
C -0.80 2.19 0.21
O -0.65 -0.30 1.73
H 0.41 1.50 1.90
H 1.36 1.82 0.40
H 0.78 -0.80 3.11
H 1.08 -1.44 1.48
H -0.18 -2.16 2.51
H -0.79 3.24 0.50
H -0.76 2.13 -0.88
H -1.72 1.74 0.56
C 0.62 -1.08 -2.61
C 0.17 -0.62 -1.23
N -0.98 -0.96 -0.71
O 1.00 0.14 -0.63
H -0.96 -0.64 0.79
H -1.52 -1.59 -1.29
H 1.61 -1.52 -2.54
H -0.07 -1.80 -3.06
H 0.69 -0.21 -3.27
```

Properties
2S+1: 1
orbital gap: 0.3295 Eh
HOMO: -9.148 eV

<ii>
The following is a DFT calculation (ωB97M-V with the def2-TZVPD basis set) of a structure of composition C5H13NO2.

Structure (XYZ):
```
21
Properties=species:S:1:pos:R:3
C 0.36 1.34 0.14
C 0.26 1.12 2.75
C 0.35 -0.07 -0.36
N 0.89 -1.17 0.47
C 0.51 -2.37 0.05
C 0.07 -2.87 -1.23
O 0.96 1.49 -2.91
H -0.76 1.61 0.16
H 0.72 1.87 -0.81
H 1.08 0.67 3.09
H 0.56 1.22 1.43
H 0.09 2.12 3.05
H -0.74 -0.37 -0.73
H 0.84 -0.08 -1.38
H -0.52 0.40 2.67
H 0.18 -2.04 -1.98
H 0.58 -3.14 0.85
H -0.15 -3.94 -1.20
H 0.52 1.74 -3.67
H -3.37 1.32 -0.30
O -2.43 1.14 -0.08
```

Properties
2S+1: 1
orbital gap: 0.1475 Eh
HOMO: -7.934 eV

Relative energies, hartree: <i> 0.0000; <ii> 0.4228.

<i>
The following is a DFT calculation (ωB97M-V with the def2-TZVPD basis set) of a cluster of 2 separate species, C5H13NO2 in total.

Structure (XYZ):
```
21
Properties=species:S:1:pos:R:3
C -0.65 0.12 1.52
N -0.05 0.61 0.30
C 0.88 1.76 0.40
C 0.61 -1.66 -0.81
C -0.07 -0.29 -0.86
C -1.48 -0.43 -1.40
O -2.42 0.21 -0.99
H -1.53 -0.48 1.38
H -0.02 -0.36 2.28
H -0.94 0.98 2.14
H 1.65 1.66 -0.34
H 0.90 2.04 1.44
H 0.22 2.58 0.01
H 0.43 -2.17 -1.76
H 0.28 -2.29 0.00
H 1.69 -1.46 -0.76
H 0.35 0.36 -1.64
H -1.69 -1.16 -2.17
H 1.43 0.37 0.75
H 2.91 -0.08 1.82
O 2.24 -0.36 1.19
```

Properties
2S+1: 1
SMILES: C[C@@H](C=O)N(C)C.O
orbital gap: 0.3481 Eh
HOMO: -8.691 eV

<ii>
The following is a DFT calculation (ωB97M-V with the def2-TZVPD basis set) of a cluster of 2 separate species, C5H13NO2 in total.

Structure (XYZ):
```
21
Properties=species:S:1:pos:R:3
C 2.24 1.18 -0.41
C 1.71 0.00 0.40
C 0.20 0.30 0.74
C -0.56 -0.90 1.18
C -1.83 -1.25 0.40
N -1.68 -2.19 -0.58
O -2.88 -0.73 0.71
H 2.81 1.92 0.15
H 1.44 1.70 -0.95
H 2.95 1.04 -1.25
H 1.73 -1.02 0.05
H 2.19 -0.05 1.39
H 0.13 1.12 1.43
H -0.34 0.87 -0.06
H 0.02 -1.81 1.41
H -0.91 -0.72 2.22
H -2.29 -2.13 -1.39
H -0.75 -2.53 -0.74
H -0.77 1.16 -1.63
H -2.19 2.04 -1.50
O -1.22 2.00 -1.57
```

Properties
2S+1: 1
SMILES: CCCCC(N)=O.O
orbital gap: 0.3821 Eh
HOMO: -9.742 eV

<iii>
The following is a DFT calculation (ωB97M-V with the def2-TZVPD basis set) of a cluster of 2 separate species, C5H13NO2 in total.

Structure (XYZ):
```
21
Properties=species:S:1:pos:R:3
C 1.27 1.46 -0.27
C 2.55 0.99 -0.97
C 0.61 0.24 0.41
N -0.65 -0.17 0.06
C -1.76 0.70 -0.33
C -2.41 1.27 0.94
O 1.32 -0.43 1.19
H 1.44 2.19 0.54
H 0.64 1.84 -1.05
H 2.55 0.01 -1.49
H 3.05 1.82 -1.57
H 3.26 1.02 -0.09
H -0.98 -1.04 0.51
H -1.36 1.42 -1.01
H -2.51 0.12 -0.95
H -3.31 1.91 0.91
H -1.63 1.68 1.54
H -2.57 0.40 1.57
H -0.26 -2.94 -0.01
H -0.29 -4.24 -0.80
O -0.70 -3.44 -0.84
```

Properties
2S+1: 1
SMILES: CCNC(=O)CC.O
orbital gap: 0.3830 Eh
HOMO: -9.602 eV

<iv>
The following is a DFT calculation (ωB97M-V with the def2-TZVPD basis set) of a cluster of 2 separate species, C5H13NO2 in total.

Structure (XYZ):
```
21
Properties=species:S:1:pos:R:3
C 1.37 -0.24 0.77
C 1.22 0.91 1.58
O 1.22 -1.52 1.36
O 2.46 -0.19 -0.12
H 1.78 -1.55 2.15
H 2.40 -0.98 -0.68
H 0.34 -0.28 -0.01
H 0.86 0.79 2.59
H -0.31 1.36 0.83
H 1.79 1.79 1.34
C -1.63 -1.22 -0.74
C -0.89 0.09 -0.78
N -0.44 0.48 -2.05
C -1.27 1.16 0.13
H 0.00 -0.26 -2.58
H 0.12 1.32 -2.06
H -1.81 -1.53 0.28
H -2.60 -1.12 -1.25
H -1.07 -2.01 -1.25
H -2.05 0.89 0.84
H -1.50 2.11 -0.35
```

Properties
2S+1: 1
orbital gap: 0.2810 Eh
HOMO: -7.084 eV

Relative energies, hartree: <i> 0.1040; <ii> 0.0000; <iii> 0.0050; <iv> 0.0968.